1.
DFT (wB97M-V/def2-TZVPD) results for a molecular structure, C4H6O2 in a non-equilibrium geometry.

## Properties
- energy (eV) = -8333.9572
- lowest unoccupied orbital energy (spin up / spin down) (eV) = -0.03 / -0.03
- frontier orbital gap (spin up / spin down) (eV) = 8.1381 / 8.1368
- energy relative to the best compared isomer or geometry (same formula, charge and spin) (kcal per mole) = 150.0

Last column: natural (NBO) charge in e.
Element x y z (Å)
1 O 1.835 0.037 -0.735  -0.703
2 C 0.932 0.256 0.316  0.025
3 C -0.430 0.866 0.023  -0.026
4 C -1.123 -0.160 -0.781  -0.185
5 C 0.015 -0.873 0.766  -0.026
6 O -1.042 0.173 1.162  -0.552
7 H 1.633 -0.832 -1.100  0.471
8 H 1.470 0.810 1.101  0.180
9 H -0.642 1.938 -0.040  0.207
10 H -2.216 0.034 -0.827  0.217
11 H -0.743 -0.793 -1.544  0.194
12 H 0.316 -1.448 1.682  0.199


2.
DFT (wB97M-V/def2-TZVPD) results for 2 unconnected molecules or ions with the total composition C5H8N2 in a non-equilibrium geometry.

## Properties
- energy (eV) = -8288.4711
- lowest unoccupied orbital energy (spin up / spin down) (eV) = 0.78 / -1.38
- frontier orbital gap (spin up / spin down) (eV) = 10.9502 / 6.3467
- energy relative to the best compared isomer or geometry (same formula, charge and spin) (kcal per mole) = 150.5

Last column: natural (NBO) charge in e.
Element x y z (Å)
1 C -2.116 0.207 -0.057  -0.624
2 C -1.013 -0.328 -0.944  -0.106
3 C 0.190 0.496 -1.338  -0.265
4 C 0.697 1.403 -0.359  0.259
5 N 1.309 1.905 0.507  -0.297
6 N 0.241 -0.592 -0.372  -0.136
7 C 2.055 -0.673 1.551  -0.521
8 H -1.717 0.945 0.648  0.232
9 H -2.922 0.671 -0.636  0.225
10 H -2.535 -0.618 0.530  0.225
11 H -1.316 -1.052 -1.707  0.235
12 H 0.651 0.476 -2.334  0.259
13 H 1.267 -1.261 1.098  0.183
14 H 3.082 -1.021 1.512  0.157
15 H 1.809 0.250 2.060  0.175


3.
DFT (wB97M-V/def2-TZVPD) results for a molecular structure, C19H24AgCl3GeN3S in a non-equilibrium geometry.

## Properties
- expectation value of S² = 0.763
- energy (eV) = -133484.0517
- lowest unoccupied orbital energy (spin up / spin down) (eV) = -0.22 / -1.46
- frontier orbital gap (spin up / spin down) (eV) = 6.9086 / 6.0006
- multiplicity = 2

Last column: Löwdin spin population.
Element x y z (Å)
1 Ag -0.358 0.149 -0.244  0.102
2 C -1.084 1.637 2.332  0.123
3 C -1.998 1.817 1.212  0.239
4 C -1.272 2.301 0.126  0.005
5 C 0.118 2.327 0.516  0.243
6 C 0.195 1.921 1.902  0.069
7 C 1.446 1.926 2.723  0.004
8 C 1.215 3.045 -0.202  0.033
9 C -1.815 2.844 -1.164  -0.008
10 C -3.469 1.604 1.317  0.038
11 C -1.542 1.445 3.739  0.015
12 H 1.433 1.141 3.479  0.001
13 H 1.555 2.878 3.247  0.002
14 H 2.324 1.784 2.097  0.000
15 H 1.002 3.134 -1.265  0.001
16 H 2.172 2.535 -0.087  0.005
17 H 1.319 4.053 0.210  0.015
18 H -1.063 2.808 -1.951  -0.001
19 H -2.119 3.883 -1.033  -0.003
20 H -2.680 2.274 -1.497  -0.001
21 H -3.946 1.684 0.343  0.000
22 H -3.912 2.345 1.985  0.014
23 H -3.683 0.615 1.725  0.009
24 H -0.757 1.032 4.370  0.001
25 H -2.419 0.804 3.798  0.002
26 H -1.822 2.415 4.157  0.006
27 C -1.461 -2.609 -4.407  0.000
28 N -1.699 -3.002 -3.047  0.000
29 C -1.629 -4.281 -2.563  0.000
30 C -1.771 -4.228 -1.224  0.000
31 N -1.914 -2.896 -0.874  0.000
32 C -1.854 -2.145 -2.016  0.000
33 S -2.147 -0.510 -2.162  0.003
34 C -1.912 -2.432 0.461  0.000
35 C -2.997 -2.666 1.296  0.000
36 C -2.894 -2.294 2.628  0.000
37 C -1.700 -1.749 3.080  0.001
38 C -0.689 -1.516 2.163  0.001
39 N -0.796 -1.823 0.870  0.001
40 H -1.691 -3.444 -5.065  0.000
41 H -0.411 -2.327 -4.532  0.000
42 H -2.085 -1.750 -4.653  0.000
43 H -1.497 -5.122 -3.210  0.000
44 H -1.754 -5.004 -0.487  0.000
45 H -3.894 -3.116 0.901  0.000
46 H -3.724 -2.432 3.304  0.000
47 H -1.566 -1.481 4.116  0.000
48 H 0.265 -1.101 2.460  0.000
49 Cl 1.964 0.548 -3.709  0.016
50 Ge 1.712 -0.438 -1.749  0.032
51 Cl 1.526 -2.563 -2.466  0.017
52 Cl 3.798 -0.467 -1.021  0.015


4.
DFT (wB97M-V/def2-TZVPD) results for a gas-phase ion, C3H6NO3 (charge +1) in a non-equilibrium geometry.

## Properties
- energy (eV) = -10828.7483
- lowest unoccupied orbital energy (eV) = -5.89
- frontier orbital gap (eV) = 10.5649
- charge = +1
- energy relative to the best compared isomer or geometry (same formula, charge and spin) (kcal per mole) = 120.3

Last column: natural (NBO) charge in e.
Element x y z (Å)
1 C 0.622 -2.256 -1.718  -0.237
2 C -0.618 1.251 1.777  0.885
3 C -0.366 2.246 0.720  -0.754
4 N -0.136 -0.673 -0.129  0.415
5 O -0.097 -0.244 1.068  -0.351
6 O 0.586 -1.712 -0.329  -0.215
7 O -1.016 1.153 2.852  -0.325
8 H 1.504 -1.744 -2.145  0.229
9 H -0.309 -2.045 -2.077  0.221
10 H 0.984 -3.223 -1.409  0.245
11 H 0.451 1.901 0.094  0.279
12 H -0.380 3.248 1.268  0.309
13 H -1.226 2.098 0.029  0.298


5.
DFT (wB97M-V/def2-TZVPD) results for a single C6H11NO3 molecule in a non-equilibrium geometry.

## Properties
- energy (eV) = -14030.0564
- lowest unoccupied orbital energy (eV) = 0.39
- frontier orbital gap (eV) = 8.8564
- structure (SMILES) = CO[C@H](N)OCC(C)=C=O
- energy relative to the best compared isomer or geometry (same formula, charge and spin) (kcal per mole) = 97.4

Last column: natural (NBO) charge in e.
Element x y z (Å)
1 C -1.528 -1.768 1.685  -0.259
2 C -0.738 -1.031 -0.450  0.606
3 N -0.849 -1.297 -1.813  -0.854
4 O -1.585 -1.844 0.267  -0.530
5 O 0.570 -1.046 -0.051  -0.541
6 H -1.382 -2.119 -2.043  0.384
7 H -1.207 -0.534 -2.383  0.381
8 H -2.088 -2.628 2.048  0.201
9 H -0.507 -1.874 2.053  0.184
10 H -1.970 -0.840 2.037  0.175
11 C 2.078 2.094 -0.696  -0.592
12 C 0.891 1.430 -0.052  -0.354
13 C -0.373 1.753 -0.309  0.635
14 C 1.091 0.129 0.666  -0.066
15 O -1.231 2.545 -0.549  -0.477
16 H -1.074 0.206 -0.281  0.061
17 H 1.753 2.852 -1.409  0.225
18 H 2.722 2.568 0.051  0.215
19 H 2.685 1.354 -1.228  0.217
20 H 0.589 0.137 1.643  0.176
21 H 2.153 -0.088 0.815  0.212


6.
DFT (wB97M-V/def2-TZVPD) results for a gas-phase ion, C4H8NOS (charge +1) in a non-equilibrium geometry.

## Properties
- energy (eV) = -18640.3366
- lowest unoccupied orbital energy (eV) = -4.01
- frontier orbital gap (eV) = 9.2041
- charge = +1
- energy relative to the best compared isomer or geometry (same formula, charge and spin) (kcal per mole) = 67.1

Last column: natural (NBO) charge in e.
Element x y z (Å)
1 C 0.898 1.510 0.296  0.712
2 C -0.083 1.118 1.309  -0.389
3 C 0.011 -0.188 -0.716  -0.155
4 C 0.713 -1.525 -0.621  -0.672
5 N -0.883 0.156 0.641  -0.590
6 O 1.721 2.276 0.020  -0.356
7 S -0.941 0.370 -2.038  0.132
8 H 0.413 0.631 2.205  0.288
9 H -0.560 2.002 1.594  0.276
10 H 0.581 -1.791 0.355  0.205
11 H 1.766 -1.391 -0.677  0.269
12 H 0.278 -2.281 -1.299  0.245
13 H -0.916 -0.755 1.127  0.453
14 H -1.731 0.650 0.300  0.463
15 H -1.267 -0.781 -2.496  0.118


7.
DFT (wB97M-V/def2-TZVPD) results for 2 unconnected molecules or ions with the total composition C4H13N4.

## Properties
- expectation value of S² = 0.768
- energy (eV) = -10299.2990
- lowest unoccupied orbital energy (spin up / spin down) (eV) = -8.57 / -12.24
- frontier orbital gap (spin up / spin down) (eV) = 7.4971 / 3.8271
- charge = +2
- multiplicity = 2
- energy relative to the best compared isomer or geometry (same formula, charge and spin) (kcal per mole) = 36.4

Last column: Löwdin spin population.
Element x y z (Å)
1 C 0.112 1.063 2.854  0.089
2 C -0.221 0.891 1.508  0.499
3 N 0.759 0.419 0.553  0.070
4 N -0.667 1.552 3.762  0.290
5 H 1.092 0.758 3.211  -0.002
6 H -1.202 1.069 1.094  0.016
7 H 1.359 1.177 0.200  0.018
8 H 1.376 -0.281 0.981  0.006
9 H 0.250 -0.095 -0.272  0.003
10 H -1.651 1.765 3.615  0.003
11 H -0.370 1.518 4.740  0.004
12 C 1.298 -0.680 -2.847  0.000
13 N -1.030 -1.014 -1.019  0.002
14 C -0.960 -1.318 -2.478  0.000
15 N 0.002 -1.171 -3.241  0.001
16 H 1.545 0.196 -3.441  0.000
17 H 2.036 -1.447 -3.064  0.000
18 H 1.383 -0.419 -1.788  0.000
19 H -1.823 -0.376 -0.934  0.000
20 H -1.397 -1.859 -0.587  0.000
21 H -1.890 -1.746 -2.847  0.000


8.
DFT (wB97M-V/def2-TZVPD) results for a single C5H9N molecule in a non-equilibrium geometry.

## Properties
- energy (eV) = -6819.9014
- lowest unoccupied orbital energy (eV) = 1.02
- frontier orbital gap (eV) = 10.8014
- structure (SMILES) = [H]/N=C(/C)CC=C
- energy relative to the best compared isomer or geometry (same formula, charge and spin) (kcal per mole) = 25.2

Last column: natural (NBO) charge in e.
Element x y z (Å)
1 C 0.003 -0.684 -0.455  -0.531
2 C -2.284 0.052 0.414  -0.672
3 C -0.797 0.460 0.107  0.329
4 C 1.534 -0.444 -0.647  -0.173
5 C 2.389 0.029 0.270  -0.405
6 N -0.431 1.672 0.319  -0.634
7 H 0.554 1.818 0.081  0.343
8 H -0.409 -0.905 -1.447  0.233
9 H -0.117 -1.568 0.178  0.235
10 H 1.937 -0.752 -1.612  0.199
11 H -2.942 0.817 -0.005  0.234
12 H -2.545 -0.915 -0.023  0.206
13 H -2.410 0.006 1.498  0.231
14 H 2.063 0.339 1.258  0.198
15 H 3.455 0.076 0.064  0.206